(1)
# BH18O7

8 unconnected molecules or ions with the total composition BH18O7 in a non-equilibrium geometry (ωB97M-V/def2-TZVPD, the Open Molecules 2025 dataset).

The energy above the lowest of the compared OMol25 structures with the same formula, charge and spin comes out at 13.23 kcal/mol. The frontier orbital gap comes out at 9.780 eV. As for the multiplicity: 1. Its net charge is -1. As for the largest force on an atom: 2.090 eV/Å.

XYZ file:
```
26
Properties=species:S:1:pos:R:3:forces:R:3
O 3.1421 -1.0414 -0.3125 -0.201 0.501 -0.054
O -1.3849 -0.0584 -3.0805 0.196 1.314 -0.104
O -1.8909 -2.7104 1.4145 -1.023 0.293 -0.285
O 0.8861 -2.4634 -2.0875 -0.316 -0.098 0.066
O -3.1459 1.2686 -0.8765 -1.285 -0.194 1.637
O 0.3491 3.1976 2.5925 1.810 0.427 0.934
O 0.7041 -0.7824 3.0295 -0.043 0.020 -0.274
B 0.3971 0.8606 -0.0595 -0.080 -0.041 0.240
H -2.2469 1.5546 -0.9965 0.803 0.220 0.280
H -1.1359 -2.9324 0.8845 0.916 -0.200 -0.204
H 0.9141 -1.6304 -1.6095 -0.325 0.285 0.412
H 1.3471 1.0926 0.7555 -0.429 -0.066 -0.546
H 1.6081 -0.5654 3.2525 0.289 0.054 0.200
H 0.6851 2.7106 1.8445 0.118 -0.547 -0.554
H 1.7101 -2.4204 -2.5585 0.521 -0.248 -0.385
H -0.4999 1.7086 0.1015 0.182 -0.236 0.192
H -2.4459 -2.2604 0.7555 0.108 -0.065 0.459
H 0.7481 0.9926 -1.2315 0.238 -0.216 0.168
H -3.2849 1.2676 0.1135 0.502 0.008 -1.732
H 2.5151 -0.2984 -0.1215 0.566 -0.584 -0.408
H -0.5599 3.2836 2.4345 -1.925 0.064 -0.398
H 3.5501 -0.8734 -1.1765 -0.381 0.229 0.492
H -0.0389 -0.2994 0.1655 0.145 0.558 -0.191
H -1.3899 -0.0504 -2.1155 0.029 -0.455 0.131
H -1.1679 0.8866 -3.2425 -0.129 -0.952 -0.134
H 0.6361 -0.4374 2.1235 -0.287 -0.071 0.056
```
Positions in Å, forces in eV/Å.

Atom charges from the natural (NBO) analysis, given in e for atoms 1 to 4: atom 1 (O): -0.97, atom 2 (O): -0.94, atom 3 (O): -0.94, atom 4 (O): -0.94



(2)
# C27H33MoN2

A molecular structure, C27H33MoN2 in a non-equilibrium geometry (ωB97M-V/def2-TZVPD, the Open Molecules 2025 dataset).

The energy above the lowest of the compared OMol25 structures with the same formula, charge and spin comes out at 18.10 kcal/mol. The frontier orbital gap (alpha / beta) comes out at 7.663 / 6.605 eV. As for the multiplicity: 3. Its net charge is +1. The expectation value of S² is 2.02. As for the largest force on an atom: 3.938 eV/Å.

XYZ file:
```
63
Properties=species:S:1:pos:R:3:forces:R:3
Mo 0.6129 0.4023 0.6482 -0.022 -3.428 -1.938
N -4.3637 2.9840 -2.7827 0.140 -2.370 1.222
N -2.9833 -1.2287 -0.9672 0.385 -0.326 -0.211
C -5.3794 0.1506 -0.8843 0.137 -0.080 0.121
C 0.3561 2.0868 2.0303 -0.282 0.459 0.221
C 1.7988 -3.0530 -2.0973 0.283 -0.036 -0.029
C 2.9013 -2.6543 -2.8640 0.481 0.606 -0.050
C -4.2807 0.6542 -1.6040 0.045 -0.304 0.044
C 0.3168 -4.1470 0.1364 0.077 -0.057 0.045
C 0.0319 2.0007 3.4831 -0.028 0.187 0.322
C 0.1762 2.3593 -0.2825 0.352 0.718 0.988
C -2.0652 2.3341 1.0452 -0.300 -0.235 0.003
C 2.6991 2.6173 -0.8803 0.242 -0.144 -0.314
C 1.7496 -0.7725 -1.1493 1.079 -2.111 0.891
C -3.0962 -0.1001 -1.6541 -0.676 0.121 0.253
C -3.9927 -1.6985 -0.2414 -0.770 0.608 -0.092
C 1.8924 -2.5839 1.2882 0.395 -0.147 -0.225
C -0.3698 2.5795 -1.6546 -0.124 -0.190 -0.337
C 1.5758 2.3289 0.0565 -0.389 0.816 0.701
C 3.6348 -1.5131 -2.4904 0.082 -0.487 0.388
C 2.9699 2.0167 2.2377 0.241 -0.178 0.147
C -0.5808 2.2308 0.9408 0.783 0.819 0.228
C 0.7999 -2.6938 0.1976 -1.442 -0.163 1.715
C -0.3314 -1.7465 0.5982 0.201 0.646 0.302
C 1.6904 2.1219 1.4788 -0.599 0.896 -0.548
C -0.5603 -1.1565 1.8605 -0.294 -0.059 -0.357
C -5.2411 -1.0495 -0.1858 0.729 0.009 -0.235
C 1.3709 -2.2369 -1.0611 0.362 2.517 -2.095
C -4.3364 1.9353 -2.2606 -0.172 2.138 -1.178
C 3.0915 -0.5924 -1.5710 -0.524 -0.354 -1.074
H -3.8166 -2.6210 0.3180 -0.020 0.255 -0.196
H -1.1799 -1.7741 -0.0944 0.324 0.328 0.091
H -1.5726 -0.7750 2.0292 0.300 -0.172 0.165
H -1.0053 1.6942 3.6383 0.163 0.004 0.023
H 2.8168 1.4818 3.1801 0.089 0.100 -0.126
H -2.2361 0.2211 -2.2558 -0.366 -0.100 0.272
H -0.0789 -4.4561 1.1026 -0.032 0.034 0.019
H 0.6815 1.2801 3.9908 -0.153 0.109 -0.048
H 0.1732 2.9737 3.9710 -0.060 -0.151 -0.044
H -0.1067 3.5714 -2.0481 -0.027 -0.206 0.215
H 2.7496 3.6829 -1.1453 -0.158 -0.211 0.187
H 3.6600 2.3511 -0.4287 -0.131 0.058 -0.132
H -2.4001 3.3771 0.9465 0.176 -0.237 0.022
H 1.1409 -4.8184 -0.1163 -0.015 0.033 0.053
H 2.5924 2.0603 -1.8177 0.077 0.172 0.080
H 4.6322 -1.3465 -2.9024 -0.348 -0.033 0.135
H -2.4168 1.9543 2.0096 0.011 0.067 -0.206
H -2.5507 1.7541 0.2499 0.023 0.146 0.221
H 1.5413 -3.0182 2.2348 0.103 0.128 -0.302
H -0.4587 -4.2834 -0.6137 -0.125 0.060 -0.060
H -0.0009 -1.4319 2.7589 -0.112 0.202 -0.253
H 2.7938 -3.1135 0.9591 -0.067 0.062 0.183
H 3.2569 -3.3064 -3.6696 -0.107 0.352 0.325
H 3.3805 3.0068 2.4755 -0.147 -0.164 -0.059
H -6.3158 0.7099 -0.8721 0.277 -0.158 0.030
H 2.1934 -1.5292 1.4655 -0.112 -0.339 -0.025
H 3.6894 0.2473 -1.2072 -0.436 0.054 -0.741
H 1.1607 0.2288 -1.2502 0.133 -1.172 0.766
H 0.0309 1.8366 -2.3581 -0.116 0.213 0.001
H -6.0394 -1.4866 0.4062 0.019 0.205 -0.181
H -1.4609 2.4989 -1.6602 0.171 0.054 -0.048
H 3.7268 1.4756 1.6566 -0.099 0.107 0.161
H 1.3320 -4.0211 -2.3240 0.371 0.330 0.563
```
Positions in Å, forces in eV/Å.

Atom charges from the natural (NBO) analysis, given in e for atoms 1 to 4: atom 1 (Mo): 0.78, atom 2 (N): -0.27, atom 3 (N): -0.45, atom 4 (C): -0.12



(3)
# C20H47CuNO2P3

A molecular structure, C20H47CuNO2P3 in a non-equilibrium geometry (ωB97M-V/def2-TZVPD, the Open Molecules 2025 dataset).

The frontier orbital gap (alpha / beta) comes out at 3.657 / 7.211 eV. As for the multiplicity: 2. Its net charge is +1. The expectation value of S² is 0.76. As for the largest force on an atom: 1.955 eV/Å.

XYZ file:
```
74
Properties=species:S:1:pos:R:3:forces:R:3
Cu -0.5019 -0.2553 2.2041 0.682 0.010 -0.397
P 0.9443 -1.8243 1.5018 0.059 0.293 0.864
P 0.3990 2.5492 3.2722 0.055 -1.311 -1.449
P -1.0463 1.5288 -2.4880 -0.134 -0.673 1.616
O -2.8384 -1.3151 0.8208 -0.821 -0.817 -0.297
O 0.2801 1.5100 2.1503 0.275 1.708 0.880
N -0.1616 -1.3500 -1.6410 0.385 1.479 0.191
C -2.6661 1.8396 -1.6910 -0.254 -0.260 0.279
C 3.6571 -2.6425 1.0710 0.346 -0.084 -0.284
C -0.1978 3.0411 -3.0376 0.552 -0.137 -0.817
C 1.9583 -2.3330 4.0739 -0.008 -0.147 0.179
C 1.9957 3.3802 3.1616 0.021 0.209 0.303
C -0.6544 3.5862 -4.3940 -0.066 0.079 -0.245
C 0.2410 1.7402 4.8684 -0.017 0.427 0.358
C -2.5742 2.5307 -0.3227 0.113 0.204 0.354
C 3.2155 -0.2104 1.6982 0.071 0.085 -0.096
C 2.6793 -1.4572 0.9750 -0.054 -0.157 -0.006
C -0.3939 -3.1361 3.5784 0.236 -0.001 0.167
C -0.8507 3.8323 3.0821 -0.029 0.226 0.418
C -1.1567 0.0410 -3.5311 -0.047 0.453 -0.945
C -1.9641 -0.9705 1.5002 -0.862 1.032 -0.374
C 0.3794 -2.6402 -1.2378 0.415 -0.622 -0.174
C -3.6723 2.5750 -2.5926 -0.031 -0.032 -0.194
C 1.0220 -2.9227 3.0130 0.311 -0.299 -0.465
C 0.3381 -3.0183 0.2548 -0.131 -0.327 0.043
C -0.1401 4.1189 -1.9495 -0.017 0.154 0.310
C -0.7629 -1.3542 -2.9664 -0.006 -0.671 0.466
H 1.7124 -1.2828 4.2990 -0.045 -0.262 -0.114
H 0.4441 2.4553 5.6749 -0.050 -0.147 -0.032
H -0.4990 0.2481 -4.3825 -0.251 0.008 -0.126
H -2.3346 3.6011 -0.4163 -0.153 -0.370 -0.034
H -1.6860 3.9725 -4.3845 0.403 -0.132 0.048
H 2.0308 4.1891 3.9036 0.108 -0.137 -0.168
H -3.3657 3.6102 -2.8106 -0.060 -0.347 0.139
H 4.0398 -2.8956 0.0738 -0.039 -0.055 0.237
H -4.6372 2.6152 -2.0612 0.361 -0.018 -0.237
H -0.1524 1.0136 -1.5373 -0.373 0.631 0.417
H 0.5486 -0.5936 -1.5822 -0.443 -1.172 0.114
H -1.8483 3.4154 3.2679 0.231 0.060 -0.089
H 4.5305 -2.3665 1.6778 -0.229 -0.149 -0.071
H 1.4302 -3.8862 2.6603 -0.120 0.113 0.354
H -3.0400 0.8106 -1.5177 0.212 0.296 -0.040
H -0.8682 -2.1723 3.8234 0.146 -0.277 -0.128
H 1.4209 -2.7620 -1.6164 -0.509 -0.043 0.131
H -1.0505 -3.6662 2.8786 0.095 0.120 0.141
H 2.1228 3.8125 2.1591 -0.096 -0.179 0.271
H 0.0264 4.4074 -4.6595 -0.302 -0.170 -0.028
H 2.5571 -1.1968 -0.0915 0.040 0.016 0.261
H -0.0978 -1.8598 -3.7041 -0.422 0.356 0.118
H -0.7825 1.3578 4.9761 0.260 0.031 -0.082
H 0.1599 3.7253 -0.9732 -0.116 -0.088 -0.096
H -1.6785 -1.9650 -2.8731 0.336 0.261 -0.225
H 2.8147 2.6770 3.3616 -0.261 0.122 -0.085
H 0.6227 4.8561 -2.2214 -0.134 -0.139 -0.136
H -0.6916 -3.2975 0.5429 0.341 0.315 -0.093
H -1.8323 2.0718 0.3443 -0.119 -0.064 -0.158
H -3.8342 2.0529 -3.5447 -0.011 0.149 0.153
H -0.6559 4.6308 3.8110 -0.164 -0.098 -0.172
H -3.5563 2.4547 0.1738 0.358 -0.014 -0.230
H 3.0161 -2.3808 3.7817 -0.292 -0.015 0.050
H 3.3523 -0.4041 2.7724 -0.032 0.075 -0.337
H -0.2385 -3.4052 -1.7286 0.270 0.139 -0.104
H 3.2227 -3.5570 1.4941 0.076 0.246 -0.063
H 2.5349 0.6450 1.5840 0.142 -0.261 0.033
H 0.9324 -3.9400 0.3897 -0.149 0.204 -0.253
H -1.0832 4.6626 -1.8274 0.126 -0.204 -0.128
H 1.8365 -2.9060 5.0042 0.113 0.166 -0.172
H -0.5713 2.8224 -5.1824 -0.081 0.254 0.218
H 4.1964 0.0525 1.2736 -0.213 -0.011 0.160
H 0.8401 2.6895 -3.1831 -0.271 -0.036 0.068
H -0.3314 -3.7117 4.5103 0.011 -0.068 -0.206
H -0.8095 4.2576 2.0690 0.067 -0.225 0.292
H -2.1959 0.0099 -3.8951 0.408 0.013 -0.109
H 0.9485 0.9015 4.9409 -0.213 0.285 -0.171
```
Positions in Å, forces in eV/Å.

Atom charges from the Löwdin analysis, given in e for atoms 1 to 4: atom 1 (Cu): 0.09, atom 2 (P): 0.96, atom 3 (P): 0.59, atom 4 (P): 1.12